The following is a quantum chemistry calculation of C3H9NOS in the gas phase, from the OMol25 dataset.

```
15
Properties=species:S:1:pos:R:3
H -0.86553 0.01447 1.77260
H 0.82061 -1.79711 1.25681
H 1.16052 -1.99639 -1.35267
H -1.36525 -1.20886 -1.13341
N 0.72601 -1.14288 -0.86773
H -0.93729 1.40255 -1.17201
H 1.63254 -0.06864 0.73593
S -2.14314 -0.47580 -0.17869
O -0.03690 1.46553 -0.95911
H 0.84849 1.78794 0.75051
C -0.45207 -0.12192 0.77431
H -0.89277 1.91427 0.83907
C -0.17986 1.27991 0.41523
C 0.81791 -0.83083 0.57922
H 0.86673 -0.22223 -1.46004
```

- Kohn-Sham gap: 9.776 eV
- Highest occupied orbital energy: -9.015 eV
- LUMO energy: 0.02798 Eh
- Energy relative to the best compared isomer or geometry (same formula, charge and spin): 2.8910 eV
- SMILES: NC[C@H](S)CO
- Spin multiplicity: 1

=====

The following is a quantum chemistry calculation of C3H9NOS2 in the gas phase, from the OMol25 dataset.

```
16
Properties=species:S:1:pos:R:3
S -3.79065 0.33856 0.63418
H -4.68058 -0.60185 0.19661
N 0.30614 1.46166 -0.30589
H 0.35600 -0.53704 -1.47787
C 1.69595 -0.57831 0.21772
H -1.11215 -0.16047 1.25034
C -0.98574 -0.57007 0.25208
H 0.39044 2.12254 0.52988
H 1.07844 1.75912 -1.05320
H 3.46471 0.10599 -0.24766
O 2.66323 -0.03033 -0.70271
H -1.03738 -1.71590 0.41697
H 1.64698 -1.65058 0.27301
C 0.35050 -0.07269 -0.32749
H 1.95708 -0.14495 1.19964
S -2.30296 0.27432 -0.85562
```

- Kohn-Sham gap: 8.983 eV
- Highest occupied orbital energy: -8.365 eV
- LUMO energy: 0.02270 Eh
- Energy relative to the best compared isomer or geometry (same formula, charge and spin): 2.1856 eV
- SMILES: N[C@@H](CO)CSS
- Spin multiplicity: 1

=====

The following is a quantum chemistry calculation of C3H9NP2 in the gas phase, from the OMol25 dataset.

```
15
Properties=species:S:1:pos:R:3
H -0.99210 0.66468 -1.52590
C -1.53453 -1.25039 0.01627
H 1.87037 0.04122 -1.57661
P -1.74212 0.77350 -0.19949
H 0.31615 -1.84718 1.41419
H 1.42736 0.09329 1.21780
P 0.24925 -1.54085 0.09080
N -0.29884 1.11294 0.62549
C 0.77095 0.15530 0.37665
H -0.56015 1.22359 1.59736
H -2.06916 -1.32215 1.00010
H 0.83564 1.48162 -1.18241
H -2.18656 -1.78344 -0.64553
H 2.35895 1.37430 -0.39295
C 1.55477 0.82355 -0.81578
```

- Kohn-Sham gap: 9.736 eV
- Highest occupied orbital energy: -8.918 eV
- LUMO energy: 0.03005 Eh
- Energy relative to the best compared isomer or geometry (same formula, charge and spin): 0.8694 eV
- SMILES: C[C@H]1NPCP1
- Spin multiplicity: 1

=====

The following is a quantum chemistry calculation of 2 unconnected molecules or ions with the total composition C3H9NS, from the OMol25 dataset.

```
14
Properties=species:S:1:pos:R:3
C 1.41044 1.81362 0.44371
H -1.11402 -1.69107 -2.03389
H 2.17517 0.12021 1.15552
C -1.36305 -0.58198 0.90054
H 2.19795 2.27386 -0.15540
C -0.31888 -1.07276 -1.60459
H 0.61434 -1.20613 -2.13729
H -0.74870 -0.07318 -1.58831
H -1.20589 -0.87895 1.93051
H 0.44118 2.29141 0.37641
N 1.65949 0.97102 1.35913
H -2.33553 -0.82316 0.44897
S -0.08910 -1.64492 0.14341
H -1.32339 0.50203 0.76128
```

- Kohn-Sham gap: 9.234 eV
- Highest occupied orbital energy: -8.387 eV
- LUMO energy: 0.03115 Eh
- Energy relative to the best compared isomer or geometry (same formula, charge and spin): 2.3174 eV
- SMILES: C=N.CSC
- Spin multiplicity: 1

=====

The following is a quantum chemistry calculation of C3H9NS in the gas phase, from the OMol25 dataset.

```
14
Properties=species:S:1:pos:R:3
H -2.18706 0.25940 -1.34212
C -1.99444 0.85848 -0.44948
N -1.22812 0.08956 0.54617
H -2.95622 1.18372 -0.03592
H 2.45249 -1.13448 0.74708
H 1.46930 -2.04296 -0.46339
C 2.09081 -1.17067 -0.27889
H 0.13207 1.56915 0.99504
C 0.12398 0.51232 0.72852
H 2.98416 -1.32906 -0.89084
S 1.27464 0.37160 -0.70075
H -1.45146 1.75295 -0.73704
H 0.57489 -0.02623 1.55720
H -1.28505 -0.89380 0.32442
```

- Kohn-Sham gap: 9.481 eV
- Highest occupied orbital energy: -8.453 eV
- LUMO energy: 0.03776 Eh
- Energy relative to the best compared isomer or geometry (same formula, charge and spin): 0.5343 eV
- SMILES: CNCSC
- Spin multiplicity: 1

=====

The following is a quantum chemistry calculation of 2 unconnected molecules or ions with the total composition C3H9NS2, from the OMol25 dataset.

```
15
Properties=species:S:1:pos:R:3
C 0.19027 -1.53486 1.72636
N -0.46123 1.38432 -0.77282
H 0.65237 2.95766 -1.68706
H -0.29290 -1.17551 0.80658
H -0.35545 -2.44258 1.93795
S 2.92530 -0.84167 0.65186
C -1.70062 0.54301 -0.89580
C -0.21986 2.20299 -1.74190
H 3.79924 -1.06130 1.70236
H 0.32278 -0.73004 2.46906
H -0.75703 2.10891 -2.68718
S 1.73979 -2.51672 1.24393
H -1.38423 -0.45324 -1.37283
H -2.08692 0.39644 0.10954
H -2.37151 1.16258 -1.49005
```

- Kohn-Sham gap: 9.237 eV
- Highest occupied orbital energy: -8.718 eV
- LUMO energy: 0.01909 Eh
- Energy relative to the best compared isomer or geometry (same formula, charge and spin): 1.9693 eV
- SMILES: C=NC.CSS
- Spin multiplicity: 1

=====

The following is a quantum chemistry calculation of C3H9NS2 in the gas phase, from the OMol25 dataset.

```
15
Properties=species:S:1:pos:R:3
H 0.80232 1.40195 0.73808
H -3.11961 -0.80952 -1.19255
C -3.19854 -0.66083 -0.10805
H 1.57797 1.74659 -1.37101
H 2.41161 0.72434 1.14584
S -0.32667 -1.09616 -0.59618
H -3.82624 0.22501 -0.06188
C 1.09836 -0.74222 0.36637
H 1.95951 -1.28270 -0.03773
S -1.68887 -0.26174 0.74415
H 1.06270 -1.09056 1.40623
H 2.99519 1.65225 -0.82290
N 2.16503 1.08642 -0.88199
H -3.51817 -1.63074 0.26013
C 1.60541 0.73792 0.41149
```

- Kohn-Sham gap: 8.441 eV
- Highest occupied orbital energy: -7.728 eV
- LUMO energy: 0.02622 Eh
- Energy relative to the best compared isomer or geometry (same formula, charge and spin): 0.7151 eV
- SMILES: CSSCCN
- Spin multiplicity: 1

=====

The following is a quantum chemistry calculation of C3H9NSi in the gas phase, from the OMol25 dataset.

```
14
Properties=species:S:1:pos:R:3
H -2.18354 1.25839 0.01749
H 1.85090 1.47629 -0.52602
C 0.53091 -1.53568 -0.96824
H 0.54160 2.41723 0.29263
H -2.83184 -0.37749 -0.53347
H 1.66346 1.32167 1.12964
N -1.25811 -0.35129 1.23836
H -0.21376 -2.37991 -1.19481
H 0.94234 -1.18987 -1.88660
Si -0.12342 -0.05891 -0.00778
C 1.08501 1.47635 0.21109
C -1.98445 0.16733 -0.00714
H 1.51970 -1.87653 -0.51021
H -1.49068 -0.35533 2.21945
```

- Kohn-Sham gap: 9.605 eV
- Highest occupied orbital energy: -8.729 eV
- LUMO energy: 0.03219 Eh
- Energy relative to the best compared isomer or geometry (same formula, charge and spin): 0.5767 eV
- SMILES: C[Si]1(C)CN1
- Spin multiplicity: 1

=====

The following is a quantum chemistry calculation of 2 unconnected molecules or ions with the total composition C3H9O2, from the OMol25 dataset.

```
14
Properties=species:S:1:pos:R:3
H -1.02133 -1.72630 0.34544
H -2.59580 -0.97668 0.28415
H 1.65214 -0.78257 -3.53966
O 1.18176 -0.14592 -4.09641
O 0.52695 0.61901 2.77504
C -0.81978 0.37494 0.76349
H 1.34489 0.41707 0.94921
H -1.38903 1.02042 1.43068
H -0.56646 1.09201 -0.03886
C -1.54922 -0.79798 0.08022
H 0.61396 0.33205 -3.48163
H 0.56710 -1.07309 1.57801
H -1.40559 -0.72394 -0.99938
C 0.48743 0.03924 1.56217
```

- Net charge: -1
- Kohn-Sham gap: 5.492 eV
- Highest occupied orbital energy: -2.034 eV
- LUMO energy: 0.12706 Eh
- Energy relative to the best compared isomer or geometry (same formula, charge and spin): 1.1934 eV
- Spin multiplicity: 1

=====

The following is a quantum chemistry calculation of 2 unconnected molecules or ions with the total composition C3H9O2, from the OMol25 dataset.

```
14
Properties=species:S:1:pos:R:3
H -0.05269 -0.09573 1.59241
H -1.24401 -1.86115 2.52187
O -0.21362 -1.00490 -0.25947
H -2.58807 -1.53953 1.38271
O 1.04278 1.30578 -0.37712
H 1.71286 0.90772 -2.34494
H -1.54676 0.31503 0.59889
C 1.51395 1.78541 -1.61230
H 0.75853 2.60335 -1.93376
H -1.13267 -2.65680 0.98116
C -1.53283 -1.71331 1.45490
H 0.18700 0.48446 -0.39490
C -0.86491 -0.53443 0.83931
H 2.57518 2.20951 -1.40218
```

- Net charge: -1
- Kohn-Sham gap: 7.427 eV
- Highest occupied orbital energy: -2.989 eV
- LUMO energy: 0.16310 Eh
- Energy relative to the best compared isomer or geometry (same formula, charge and spin): 2.0049 eV
- Spin multiplicity: 1

=====

Short version: E = -647.7918, -1046.0053, -857.1122, -572.5549, -572.6205, -970.7594, -970.8054, -463.9119, -270.1419, -270.1121 Eh, in the order given.